Arrangement P

A 2-piece molecular cluster, C2H10N2 overall, computed with ωB97M-V/def2-TZVPD.

Properties
Gap between HOMO and LUMO in eV: 9.83
SMILES: CNC.N
E_HOMO in eV: -8.796

```
! wB97M-V def2-TZVPD RIJCOSX def2/J DEFGRID3
* xyz 0 1
C 1.0881 1.1649 0.4116
N 1.5619 0.1442 -0.5150
C 0.9447 -1.1724 -0.3323
H 0.0107 1.2147 0.6696
H 1.5409 0.9217 1.3799
H 1.4227 2.1436 0.1043
H 1.3461 0.5059 -1.4395
H 1.6126 -1.9634 -0.6839
H -0.0466 -1.3271 -0.7698
H 0.9129 -1.2250 0.7640
N -2.5036 -0.2722 -0.0894
H -1.8044 -0.2123 0.6414
H -2.7126 0.6453 -0.4623
H -3.3734 -0.5680 0.3213
*
```



Arrangement Q

A 2-piece molecular cluster, C2H10N2 overall, computed with ωB97M-V/def2-TZVPD.

Properties
Gap between HOMO and LUMO in eV: 10.24
SMILES: CN.CN
E_HOMO in eV: -9.182

```
! wB97M-V def2-TZVPD RIJCOSX def2/J DEFGRID3
* xyz 0 1
C 0.5929 -1.4084 -1.6833
N -0.8220 -0.8538 -1.5450
H 0.6020 -2.4676 -1.9545
H 1.0827 -0.8974 -2.4750
H 1.2601 -1.1288 -0.7268
H -0.6783 -0.1567 -0.8583
H -1.0560 -0.6029 -2.5205
C 0.0447 0.4888 1.8407
N -0.3481 1.8795 1.1643
H 1.0197 0.2993 1.6479
H -0.0155 0.4345 2.9130
H -0.6044 -0.1467 0.9934
H -1.2689 2.0041 1.6666
H 0.1912 2.5561 1.5375
*
```



Energies relative to the most stable structure are arrangement P 0.000; arrangement Q 1.736, reported in eV.



Arrangement P

An isolated ion of composition C2H3N2O2 and charge -1, computed with ωB97M-V/def2-TZVPD.

Properties
Gap between HOMO and LUMO in eV: 7.06
E_HOMO in eV: -2.261

```
! wB97M-V def2-TZVPD RIJCOSX def2/J DEFGRID3
* xyz -1 1
C 0.8123 0.7765 -0.0329
C 1.1303 -0.5355 0.0273
N -0.3646 1.4141 -0.0024
N -1.5387 -0.6489 0.0085
O -2.7158 -1.0773 -0.0319
O -1.5210 0.7102 0.0349
H 1.6145 1.5118 -0.1296
H 0.4089 -1.3184 0.1387
H 2.1742 -0.8325 -0.0126
*
```



Arrangement Q

An isolated ion of composition C2H3N2O2 and charge -1, computed with ωB97M-V/def2-TZVPD.

Properties
Gap between HOMO and LUMO in eV: 7.66
SMILES: O=C([O-])N1CN1
E_HOMO in eV: -3.493

```
! wB97M-V def2-TZVPD RIJCOSX def2/J DEFGRID3
* xyz -1 1
O 3.5892 -0.9943 0.2766
C 2.5986 0.1490 0.0846
O 2.7630 1.1849 -0.4817
N 1.2403 -0.1113 0.5258
C 0.0661 0.4236 -0.1617
N 0.2605 -1.0118 -0.0262
H 0.2058 0.9830 -1.1637
H -0.5554 1.0295 0.5388
H -0.1425 -1.3333 0.8377
*
```



Energies relative to the most stable structure are arrangement P 2.194; arrangement Q 0.000, reported in eV.